Entry 1:
23
Properties=species:S:1:pos:R:3 method="wB97M-V/def2-TZVPD" smiles="CC1=CCCC=C1.OBO" de_lowest_kcal_mol=0.0 orbital_gap_ev=8.8 e_lumo_ha=0.023
C -1.49685 -2.22436 -1.31071
C -1.17672 -1.03424 -0.49624
C -0.84583 0.19617 -0.89376
C -0.63128 1.33000 0.10106
C -0.47736 0.77804 1.50117
C -1.36077 -0.40095 1.83948
C -1.64289 -1.32833 0.87041
H -1.03359 -3.17106 -0.95550
H -1.13410 -2.11852 -2.35614
H -2.60987 -2.35423 -1.37653
H -0.65118 0.42549 -1.92267
H -1.60736 1.99704 -0.04255
H 0.28733 1.91343 -0.21845
H -0.69575 1.71262 2.24678
H 0.51733 0.35985 1.57685
H -1.47133 -0.65874 2.83395
H -2.10686 -2.26136 1.12259
O 2.53677 0.37541 0.19936
B 3.22593 1.12960 -0.69481
O 3.19232 2.42451 -0.67440
H 2.35663 -0.54129 0.02260
H 4.01968 0.61165 -1.42890
H 2.80575 2.83929 0.05638



Entry 2:
140
Properties=species:S:1:pos:R:3 method="wB97M-V/def2-TZVPD" smiles="CCOC(=O)C(F)(F)F.CCOC(=O)C(F)(F)F.CCOC(=O)C(F)(F)F.CCOC(=O)C(F)(F)F.CCOC(=O)C(F)(F)F.CCOC(=O)C(F)(F)F.CCOC(=O)C(F)(F)F.CCOC(=O)C(F)(F)F.CCOC(=O)C(F)(F)F.CCOC(=O)C(F)(F)F" de_lowest_kcal_mol=0.0 orbital_gap_ev=11.5 e_lumo_ha=0.016
C -0.58634 4.35622 -1.83468
C 0.48922 3.77816 -2.74244
O -0.14928 2.69924 -3.47206
C 0.50537 2.22059 -4.50605
O 1.51866 2.63927 -4.98295
C -0.19858 0.96912 -5.07297
F -0.54512 1.21262 -6.34258
F 0.63459 -0.07942 -5.06409
F -1.28712 0.63037 -4.39370
H -0.16091 5.10754 -1.17535
H -0.95901 3.52877 -1.23503
H -1.32902 4.73424 -2.53527
H 1.28515 3.30919 -2.16481
H 0.86371 4.52070 -3.44175
C 5.13516 4.40420 1.90262
C 4.86849 4.24784 3.38733
O 5.36416 2.98141 3.86094
C 4.59318 1.93057 3.68513
O 3.50068 1.90735 3.21442
C 5.22583 0.64152 4.25367
F 6.55484 0.73105 4.35171
F 4.75025 0.42391 5.49031
F 4.90659 -0.40032 3.49680
H 4.84768 5.40349 1.58209
H 4.59243 3.64960 1.33534
H 6.20364 4.26089 1.72743
H 3.80063 4.31169 3.60234
H 5.35691 5.02397 3.96934
C 3.98737 2.36332 -1.92695
C 5.27040 1.83734 -1.32963
O 6.27629 2.83764 -1.48731
C 7.51082 2.46394 -1.21553
O 7.89012 1.34870 -1.02757
C 8.49294 3.65360 -1.25204
F 8.90070 3.96278 -0.01702
F 9.55504 3.32171 -1.98450
F 7.94012 4.74564 -1.78663
H 3.63975 3.18394 -1.29831
H 3.21649 1.59563 -2.00580
H 4.15229 2.68957 -2.95473
H 5.57206 0.88675 -1.77652
H 5.14374 1.57831 -0.27398
C 3.25638 -2.57573 0.04772
C 2.00414 -3.21486 0.58911
O 1.39453 -2.42566 1.63441
C 0.25209 -2.84142 2.12774
O -0.40325 -3.75475 1.74024
C -0.17320 -1.96308 3.32167
F 0.66201 -0.97117 3.57850
F -1.38419 -1.43914 3.07505
F -0.28012 -2.73721 4.41411
H 4.06076 -2.61074 0.78412
H 3.12550 -1.55524 -0.30361
H 3.54139 -3.19104 -0.80840
H 2.15684 -4.22605 0.96339
H 1.28723 -3.26368 -0.23180
C 3.59593 -2.27246 -3.78960
C 3.29412 -3.69793 -4.17472
O 1.97297 -3.85281 -4.70501
C 0.99737 -3.88751 -3.82859
O 1.09467 -3.84680 -2.63589
C -0.37721 -4.00996 -4.52363
F -0.94088 -2.81735 -4.67971
F -0.26729 -4.60715 -5.71042
F -1.19039 -4.75636 -3.76594
H 2.86208 -1.86566 -3.09320
H 3.65805 -1.61902 -4.66263
H 4.57580 -2.15621 -3.31953
H 3.36138 -4.33949 -3.29126
H 4.06299 -4.06149 -4.85117
C -8.49279 4.34762 -1.88822
C -7.26941 4.11364 -2.74995
O -6.36562 3.25608 -2.05963
C -5.12997 3.21960 -2.52164
O -4.71311 3.80204 -3.47805
C -4.21661 2.37039 -1.62055
F -3.60558 3.19853 -0.74806
F -4.90388 1.46455 -0.92325
F -3.28051 1.74956 -2.31980
H -9.05621 3.43975 -1.68380
H -9.10582 5.08764 -2.40243
H -8.21281 4.76225 -0.91739
H -6.82942 5.06342 -3.05210
H -7.57943 3.64481 -3.68851
C -2.63257 -4.73144 6.68019
C -2.60366 -4.71616 5.16603
O -3.29862 -3.57348 4.68336
C -3.92149 -3.68758 3.53244
O -3.94430 -4.65339 2.82922
C -4.68860 -2.41923 3.10368
F -4.81591 -1.55885 4.12791
F -4.08412 -1.81262 2.08799
F -5.90909 -2.78518 2.72400
H -2.22415 -5.66646 7.05757
H -3.66159 -4.69461 7.04556
H -2.12218 -3.85429 7.07842
H -3.06400 -5.64434 4.81339
H -1.58468 -4.79046 4.78442
C -2.34549 3.55934 2.40723
C -1.56439 4.49814 3.30874
O -0.21637 4.62351 2.81919
C 0.03064 5.59471 1.96733
O -0.77081 6.26639 1.39284
C 1.55409 5.77308 1.77697
F 2.00427 4.95008 0.81757
F 1.81076 7.03139 1.43399
F 2.23973 5.50332 2.89619
H -2.57171 4.03609 1.45176
H -3.33858 3.40102 2.83844
H -1.83808 2.61298 2.24689
H -1.49497 4.03758 4.29040
H -2.03927 5.47325 3.37106
C -1.78542 -6.87773 0.52774
C -2.29715 -6.12803 -0.68945
O -3.47424 -5.40245 -0.41684
C -4.64562 -5.95673 -0.63962
O -4.83500 -7.08722 -0.97488
C -5.81011 -4.98078 -0.36785
F -5.38629 -3.78986 0.04129
F -6.48130 -4.80286 -1.52398
F -6.64786 -5.48288 0.52656
H -0.90440 -7.47111 0.30062
H -2.58122 -7.52297 0.91293
H -1.59024 -6.18543 1.34892
H -2.42308 -6.81369 -1.53294
H -1.49530 -5.47666 -1.04957
C -2.34399 -2.11525 -0.59317
C -1.02722 -1.61018 -1.14858
O -0.58634 -0.55263 -0.26896
C 0.53281 0.06258 -0.52675
O 1.26301 -0.07872 -1.46993
C 0.96161 1.07530 0.55383
F 2.22576 0.86431 0.87880
F 0.84182 2.33221 0.09548
F 0.23087 1.01794 1.67938
H -3.12093 -1.40703 -0.87691
H -2.28611 -2.21460 0.48593
H -2.56894 -3.07846 -1.04835
H -1.17164 -1.27382 -2.17402
H -0.26678 -2.38860 -1.18916